DFT (wB97M-V/def2-TZVPD) results for C53H45Cl4N6O4P2SScSe2Si as an isolated structure.

Last column: Mulliken charge in e.
Positions of all 119 atoms, in Å:
Sc: 0.0778 -2.3064 0.5455  -0.96
Cl: -3.3524 -8.1453 1.6390  -0.26
C: -2.6932 -6.5506 1.8416  0.32
C: -2.8746 -5.8639 3.0249  0.35
Cl: -3.7679 -6.5819 4.3303  -0.26
C: -2.3352 -4.5780 3.1766  -0.02
Cl: -2.5565 -3.6813 4.6465  -0.25
C: -1.6111 -3.9778 2.1545  -0.43
O: -1.0788 -2.7873 2.2126  0.61
C: -1.4354 -4.6865 0.9232  -0.07
O: -0.7591 -4.0598 -0.0068  -0.49
C: -1.9732 -5.9574 0.7928  0.07
Cl: -1.7592 -6.7761 -0.7223  -0.24
C: 6.2978 1.6985 3.3242  -1.56
C: 5.4183 0.5090 3.0463  1.11
C: 4.4884 0.5401 2.0111  -0.68
C: 3.6870 -0.5560 1.7343  0.15
C: 3.8036 -1.7115 2.4933  0.17
C: 4.7333 -1.7600 3.5195  -0.90
C: 5.5320 -0.6578 3.7939  -0.79
S: 2.6837 -3.1405 2.3122  0.45
O: 1.5127 -1.2093 4.8844  -0.52
O: 3.6100 -4.3083 2.4218  -0.76
N: 2.1054 -2.8888 0.8103  0.49
C: 2.9469 -2.8300 -0.3159  0.13
C: 4.3007 -3.1141 -0.3184  -0.62
C: 5.0770 -2.9432 -1.4731  -1.03
C: 4.4882 -2.4597 -2.6215  -0.80
C: 3.1199 -2.1659 -2.6463  1.16
C: 2.5046 -1.4951 -3.7807  -1.48
C: 1.1852 -1.3048 -3.8133  -0.66
C: 0.3116 -1.9020 -2.7395  -0.08
N: 0.9895 -2.0183 -1.4540  1.53
C: 2.3147 -2.3589 -1.5064  -0.43
H: 5.8147 2.6246 3.0080  0.21
H: 7.2491 1.6232 2.7909  0.31
H: 6.5251 1.7837 4.3885  0.40
H: 4.3833 1.4408 1.4152  0.26
H: 2.9692 -0.5231 0.9253  0.21
H: 4.8274 -2.6686 4.1002  0.41
H: 6.2485 -0.7026 4.6081  0.35
H: 4.7536 -3.5039 0.5818  0.60
H: 6.1319 -3.1870 -1.4487  0.36
H: 5.0736 -2.2899 -3.5202  0.35
H: 3.1472 -1.1303 -4.5776  0.30
H: 0.7100 -0.7874 -4.6423  0.83
H: -0.5473 -1.2383 -2.6018  -0.42
Se: -1.4807 4.3841 4.5210  -0.45
P: -0.9559 3.6368 2.6185  0.23
C: 0.7684 3.9205 2.1027  0.16
C: 1.6308 4.6492 2.9076  -1.11
C: 2.9659 4.7782 2.5467  -0.81
C: 3.4357 4.1787 1.3886  -0.44
C: 2.5712 3.4512 0.5783  -0.92
C: 1.2405 3.3204 0.9343  0.46
C: -1.9635 4.4917 1.3665  0.78
C: -1.3670 5.2846 0.3907  -0.24
C: -2.1441 6.0961 -0.4240  -0.59
C: -3.5216 6.1115 -0.2806  -0.66
C: -4.1225 5.3280 0.6974  -0.77
C: -3.3472 4.5378 1.5270  -0.42
C: -0.8973 1.7846 2.4932  0.80
C: -1.1133 0.8830 1.4606  -1.15
N: -0.1700 -0.1275 1.3463  1.12
N: 0.3505 0.1943 3.5040  1.39
N: -0.1204 1.4640 3.5244  -1.00
P: -2.2145 0.8002 0.0465  1.20
Se: -2.4432 -1.1931 -0.6503  -0.45
C: -3.8314 1.4419 0.5298  0.71
C: -4.2278 1.3235 1.8599  -0.55
C: -5.5223 1.6572 2.2295  -0.64
C: -6.4260 2.1018 1.2763  -0.46
C: -6.0426 2.1900 -0.0557  -0.90
C: -4.7533 1.8505 -0.4308  -0.28
C: -1.4592 1.8020 -1.2714  1.49
C: -0.2369 1.2940 -1.7349  0.22
C: 0.4567 1.9577 -2.7292  -0.82
C: -0.0670 3.1231 -3.2820  -1.22
C: -1.2676 3.6327 -2.8171  -0.82
C: -1.9601 2.9816 -1.8010  -0.51
H: 1.2506 5.0878 3.8220  0.31
H: 3.6427 5.3334 3.1838  0.38
H: 4.4816 4.2637 1.1213  0.41
H: 2.9346 2.9657 -0.3182  0.57
H: 0.5777 2.7341 0.3087  0.40
H: -0.2941 5.2778 0.2633  0.36
H: -1.6660 6.7079 -1.1784  0.42
H: -4.1279 6.7402 -0.9207  0.38
H: -5.1967 5.3413 0.8265  0.43
H: -3.8157 3.9757 2.3229  0.64
H: -3.5326 0.9506 2.6008  0.51
H: -5.8220 1.5597 3.2648  0.44
H: -7.4361 2.3619 1.5672  0.40
H: -6.7542 2.5080 -0.8073  0.43
H: -4.4722 1.8775 -1.4756  0.55
H: 0.1715 0.3811 -1.3099  -0.86
H: 1.3964 1.5493 -3.0800  0.63
H: 0.4670 3.6341 -4.0739  0.36
H: -1.6699 4.5483 -3.2331  0.46
H: -2.8788 3.4104 -1.4231  0.44
N: 0.8537 -0.1789 4.6773  -0.42
C: 0.6197 -0.5162 2.3105  -0.44
H: 0.6734 0.5313 5.3915  0.26
C: -2.4226 -4.8084 -4.6756  -1.17
Si: -1.3354 -3.2748 -4.7064  0.24
C: -2.4494 -1.7587 -4.7441  -0.95
C: -0.3478 -3.3204 -6.3149  -1.11
C: -0.2529 -3.2661 -3.1877  0.04
H: -3.1170 -4.8161 -5.5198  0.30
H: -3.0017 -4.8522 -3.7518  0.31
H: -1.8209 -5.7182 -4.7227  0.30
H: -3.1281 -1.7893 -5.6002  0.45
H: -1.8678 -0.8362 -4.8055  0.26
H: -3.0464 -1.6993 -3.8307  0.19
H: -0.9760 -3.6357 -7.1516  0.32
H: 0.4824 -4.0240 -6.2278  0.36
H: 0.0773 -2.3455 -6.5568  0.31
H: -0.8265 -3.6851 -2.3518  -0.08
H: 0.5873 -3.9570 -3.3335  0.40

## Properties
- Gap between HOMO and LUMO (spin up / spin down): 4.9670 / 4.9636 eV
- Charge: -2
- 2S+1: 1
- Lowest unoccupied orbital energy (spin up / spin down): 0.123 / 0.123 hartree
- Highest occupied orbital energy (spin up / spin down): -1.61 / -1.60 eV